No. 1
18
Properties=species:S:1:pos:R:3:mulliken_charge:R:1 method="wB97M-V/def2-TZVPD" charge=0 total_energy_ha=-364.1735 e_homo_ha=-0.32656 max_force_ev_per_a=0.9 smiles="C=N/C=C/C.O.O" lumo_energy_ev=0.458 homo_lumo_gap_ev=9.34
C -0.2942 2.5089 0.6892 -0.3707
N -0.0120 1.6924 -0.2334 -0.3064
C 0.3450 0.3704 0.1448 -0.3172
C 0.1614 -0.7091 -0.6113 0.0455
C 0.9437 -1.9568 -0.3486 -1.1380
H -0.4773 2.1941 1.7194 0.2727
H -0.1763 3.5783 0.5517 0.2465
H 0.8154 0.2810 1.1208 0.2658
H -0.6524 -0.7583 -1.3308 0.3869
H 1.6571 -2.1567 -1.1513 0.2992
H 0.3147 -2.8478 -0.3025 0.2948
H 1.5129 -1.8052 0.5708 0.3085
O -0.2279 1.7330 -3.3589 -0.6643
H 0.0010 2.6713 -3.3972 0.3058
H 0.0715 1.5404 -2.4552 0.3761
O -1.4314 -1.7625 2.9157 -0.6291
H -0.5371 -2.1218 2.8920 0.3117
H -2.0140 -2.4515 2.5847 0.3123



No. 2
18
Properties=species:S:1:pos:R:3:mulliken_charge:R:1 method="wB97M-V/def2-TZVPD" charge=0 total_energy_ha=-364.1462 e_homo_ha=-0.27661 max_force_ev_per_a=1.9 smiles="C=C/C=C/N.O.O" lumo_energy_ev=0.667 homo_lumo_gap_ev=8.19
C 2.0627 -0.6687 -1.7624 -0.8178
C 1.5550 -0.8269 -0.5437 0.0751
C 0.2754 -0.2337 -0.1455 -0.7571
C -0.5503 -0.9465 0.6825 0.0840
N -1.7262 -1.5173 0.2291 -0.4857
H 2.9337 -1.2320 -2.0681 0.2653
H 1.5777 -0.0435 -2.4977 0.2741
H 2.0405 -1.4145 0.2303 0.2730
H -0.2169 0.3812 -0.8974 0.2556
H -0.2902 -1.2018 1.7120 0.3436
H -2.2794 -1.8646 0.9988 0.2506
H -1.6214 -2.2402 -0.4734 0.2368
O 0.9032 2.2872 1.6198 -0.6601
H 1.5033 2.0149 0.9095 0.3413
H 0.3372 1.5052 1.6758 0.3248
O -2.0238 1.6670 -0.0426 -0.5827
H -2.8590 2.0985 -0.2515 0.2738
H -1.6214 2.2357 0.6246 0.3051



What did the first record say?
18
Properties=species:S:1:pos:R:3:mulliken_charge:R:1 method="wB97M-V/def2-TZVPD" charge=0 total_energy_ha=-364.1735 e_homo_ha=-0.32656 max_force_ev_per_a=0.9 smiles="C=N/C=C/C.O.O" lumo_energy_ev=0.458 homo_lumo_gap_ev=9.34
C -0.2942 2.5089 0.6892 -0.3707
N -0.0120 1.6924 -0.2334 -0.3064
C 0.3450 0.3704 0.1448 -0.3172
C 0.1614 -0.7091 -0.6113 0.0455
C 0.9437 -1.9568 -0.3486 -1.1380
H -0.4773 2.1941 1.7194 0.2727
H -0.1763 3.5783 0.5517 0.2465
H 0.8154 0.2810 1.1208 0.2658
H -0.6524 -0.7583 -1.3308 0.3869
H 1.6571 -2.1567 -1.1513 0.2992
H 0.3147 -2.8478 -0.3025 0.2948
H 1.5129 -1.8052 0.5708 0.3085
O -0.2279 1.7330 -3.3589 -0.6643
H 0.0010 2.6713 -3.3972 0.3058
H 0.0715 1.5404 -2.4552 0.3761
O -1.4314 -1.7625 2.9157 -0.6291
H -0.5371 -2.1218 2.8920 0.3117
H -2.0140 -2.4515 2.5847 0.3123